[1]
This record from the OMol25 dataset describes a molecular structure, C19H21BN8O8PSr. The level of theory is ωB97M-V with the def2-TZVPD basis set.

**E_HOMO**: -5.6 eV
**Kohn-Sham gap**: 7.8201 eV
**Charge**: -1
**Relative energy (zero: lowest compared OMol25 entry of this formula, charge and spin)**: 0.947 eV
**Lowest unoccupied orbital energy**: 2.24 eV

Each line ends with the Mulliken charge.
Atoms and positions in Å:
O  -3.085  3.653  -6.217  -0.666
N  0.516  -0.729  3.480  0.805
O  0.760  0.849  -5.247  -0.651
H  0.773  -2.999  -1.417  0.563
N  0.230  -2.566  0.548  -0.814
H  3.165  -3.817  -0.263  0.429
C  -3.103  1.658  -0.517  -0.163
C  2.097  -3.184  1.566  -0.118
H  1.748  -0.570  -2.079  -0.069
C  2.700  -0.120  -1.776  -0.875
O  0.249  -0.822  -3.999  -0.552
C  0.328  1.423  3.454  -0.374
H  4.029  1.660  1.277  0.350
H  0.651  -2.937  4.009  -0.159
C  1.471  1.128  4.231  -1.048
O  -2.318  1.186  0.383  -0.815
H  3.040  0.548  -2.572  0.418
H  2.747  -3.353  2.411  0.470
P  2.460  0.774  -0.259  1.113
C  -1.345  0.946  -2.394  -0.141
H  -4.284  -3.647  3.791  0.388
H  3.439  -0.906  -1.605  0.385
C  1.829  2.388  -0.664  -1.062
O  1.611  0.066  0.787  -0.383
C  -1.011  1.125  -3.757  -0.015
H  2.241  -0.930  4.678  0.459
N  -1.349  -2.450  3.033  0.164
B  0.190  -2.244  3.127  -0.269
O  -4.476  4.112  -4.646  -0.644
H  -0.121  2.377  3.213  0.563
N  -2.122  -1.833  2.089  -0.094
H  4.745  1.551  -0.362  0.398
N  0.860  -2.678  1.752  0.867
H  1.901  3.020  0.223  0.330
N  -3.495  3.540  -5.076  1.048
C  -3.189  2.501  -2.843  -0.454
H  2.134  1.812  4.737  0.395
C  -3.358  -2.247  2.302  -0.414
N  -0.230  0.308  3.013  -0.728
C  -2.747  2.656  -4.148  -0.473
N  0.109  0.329  -4.354  1.032
H  0.779  2.304  -0.958  0.139
O  -4.228  2.111  -0.346  -0.766
H  -1.670  -3.809  4.616  0.397
H  4.523  0.083  0.634  0.359
C  -1.653  1.980  -4.618  -0.423
H  2.396  2.836  -1.484  0.425
C  -3.419  -3.147  3.386  -1.009
Sr  -0.718  -0.249  0.645  2.422
C  -2.521  1.687  -1.951  0.447
C  4.100  1.055  0.370  -1.436
H  -4.067  3.022  -2.490  0.596
O  -0.624  0.231  -1.618  -0.422
C  1.072  -2.999  -0.376  -0.438
C  -2.116  -3.242  3.814  -0.302
H  -4.156  -1.871  1.679  0.471
C  1.543  -0.251  4.212  -0.188
C  2.289  -3.411  0.217  -1.038
H  -1.318  2.092  -5.638  0.572


[2]
This record from the OMol25 dataset describes a molecular structure, C4H10INO2Si2. The level of theory is ωB97M-V with the def2-TZVPD basis set.

**E_HOMO**: -9.6 eV
**Kohn-Sham gap**: 9.3775 eV
**Lowest unoccupied orbital energy**: -0.20 eV

Each line ends with the Mulliken charge.
Atoms and positions in Å:
C  2.385  -0.737  0.422  -1.025
H  -1.736  0.523  1.377  -0.076
H  1.248  -0.088  -1.399  0.262
C  -0.200  -1.266  -0.010  -0.735
Si  0.276  2.576  -0.022  0.534
H  2.921  0.247  0.201  0.222
I  -1.108  -2.903  -1.193  0.050
H  1.088  3.287  -1.038  -0.138
C  -3.774  -0.674  0.181  0.464
H  1.197  1.788  0.831  -0.115
O  -2.865  -0.312  -0.842  -0.316
H  -0.368  3.643  0.769  -0.141
C  1.235  -0.987  -0.680  -0.315
Si  -1.398  0.233  -0.015  0.501
O  -0.844  1.595  -0.909  -0.274
H  -0.011  -1.701  1.027  0.512
H  1.986  -0.667  1.496  0.334
N  -4.723  -1.080  0.782  -0.441
H  3.130  -1.592  0.333  0.299
H  1.562  -1.885  -1.313  0.398


[3]
This record from the OMol25 dataset describes 2 unconnected molecules or ions with the total composition C3H9NO. The level of theory is ωB97M-V with the def2-TZVPD basis set.

**E_HOMO**: -10.0 eV
**Kohn-Sham gap**: 10.9628 eV
**SMILES string**: C=N.CCO
**Relative energy (zero: lowest compared OMol25 entry of this formula, charge and spin)**: 2.311 eV
**Lowest unoccupied orbital energy**: 0.99 eV

Each line ends with the Mulliken charge.
Atoms and positions in Å:
H  -0.686  0.811  -1.905  0.296
H  2.809  0.897  -0.212  0.230
H  -2.931  -1.405  0.562  0.308
H  -2.226  0.694  -0.323  0.308
H  -1.104  -1.583  0.666  0.253
H  2.296  0.827  2.639  0.237
H  4.017  0.656  1.410  0.211
C  -1.958  -0.172  -0.905  -0.246
C  3.000  0.779  0.906  -0.219
N  1.996  0.980  1.714  -0.452
H  -2.736  -0.160  -1.708  0.263
O  -0.724  -0.062  -1.518  -0.515
H  -1.910  -2.215  -0.784  0.242
C  -1.994  -1.421  -0.034  -0.916


[4]
This record from the OMol25 dataset describes 2 unconnected molecules or ions with the total composition C6H12NO5S. The level of theory is ωB97M-V with the def2-TZVPD basis set.

**E_HOMO (spin up / spin down)**: -1.2 / -6.2 eV
**Kohn-Sham gap (spin up / spin down)**: 4.5219 / 6.4028 eV
**2S+1**: 3
**Charge**: -1
**Lowest unoccupied orbital energy (spin up / spin down)**: 3.28 / 0.23 eV

Each line ends with the Mulliken charge.
Atoms and positions in Å:
H  -1.076  2.119  0.268  0.277
H  1.062  -0.490  -1.210  0.288
O  -0.650  -1.260  -2.600  -0.599
H  0.848  -1.046  2.640  0.305
H  0.046  3.012  1.360  0.325
H  -0.971  0.040  -1.076  0.368
H  -2.542  -0.439  -3.575  0.024
S  -1.094  -0.066  -3.369  0.814
H  -1.450  -1.412  -0.304  0.373
C  -0.170  2.074  0.895  -1.640
C  0.554  1.053  1.197  0.778
C  0.063  -1.207  1.839  -0.894
H  -1.859  0.196  0.465  0.409
O  2.168  2.343  2.424  -0.385
O  -0.637  -0.008  -4.738  -0.605
O  2.486  0.183  2.147  -0.674
H  0.060  -2.204  1.451  0.373
H  2.136  -0.837  0.349  0.345
O  -1.009  1.202  -2.529  -0.663
C  1.197  -0.963  -0.235  -0.789
H  -0.827  -0.881  2.398  0.368
N  0.212  -0.300  0.695  0.558
C  1.843  1.218  2.035  0.484
H  0.683  -1.956  -0.408  0.323
C  -1.074  -0.371  -0.118  -1.162


[5]
This record from the OMol25 dataset describes C2H7N5O in the gas phase. The level of theory is ωB97M-V with the def2-TZVPD basis set.

**E_HOMO**: -8.3 eV
**Kohn-Sham gap**: 8.6555 eV
**SMILES string**: [H]/N=C(/NN)N(N)C=O
**Relative energy (zero: lowest compared OMol25 entry of this formula, charge and spin)**: 4.571 eV
**Lowest unoccupied orbital energy**: 0.36 eV

Each line ends with the Mulliken charge.
Atoms and positions in Å:
H  0.714  -2.568  0.526  0.256
H  2.438  1.363  -0.565  0.235
C  -1.383  0.612  0.017  0.115
N  1.078  0.241  -0.922  0.017
C  0.593  -0.758  -0.149  0.235
N  -1.108  -0.949  1.660  -0.793
H  1.778  0.040  -1.711  0.299
O  -1.079  1.541  -0.789  -0.617
H  -2.468  0.467  0.390  0.288
H  -1.435  0.006  2.307  0.333
N  1.406  1.350  -0.300  -0.743
H  0.586  2.200  -0.581  0.281
N  -0.695  -0.449  0.355  0.425
N  1.290  -1.871  -0.049  -0.630
H  -2.048  -1.221  1.528  0.300


[6]
This record from the OMol25 dataset describes a molecular structure, C31H28CsN9O2S2. The level of theory is ωB97M-V with the def2-TZVPD basis set.

**E_HOMO**: -1.5 eV
**Kohn-Sham gap**: 5.3035 eV
**Charge**: -2
**Relative energy (zero: lowest compared OMol25 entry of this formula, charge and spin)**: 1.125 eV
**Lowest unoccupied orbital energy**: 3.84 eV

Each line ends with the Mulliken charge.
Atoms and positions in Å:
H  -4.040  3.306  2.097  0.403
N  -1.192  0.702  -4.100  -0.899
N  2.044  0.247  1.770  -0.054
Cs  -0.642  -0.375  -0.194  1.068
C  3.404  0.038  1.968  0.215
S  -1.381  1.975  4.217  -0.515
H  -5.822  3.018  0.337  0.357
H  2.919  0.453  -7.400  0.398
H  1.229  0.868  -7.723  0.308
C  5.489  0.774  3.172  -0.323
O  -1.470  -1.703  1.929  -0.859
H  -5.119  2.337  -1.950  0.299
H  3.394  3.186  5.346  0.414
H  0.379  1.272  2.460  -0.313
H  2.724  -3.008  1.522  0.241
N  2.018  1.847  3.499  0.167
C  -3.098  -0.839  6.540  -0.464
H  1.402  -1.458  -6.758  0.392
N  -2.089  2.494  -0.505  -0.355
O  -2.551  0.216  1.619  -0.716
C  6.109  1.530  4.148  -0.705
C  0.387  -4.197  -2.519  -0.614
C  -4.383  2.508  -1.175  -0.674
C  -3.016  -1.792  4.359  -0.603
C  1.947  0.632  -6.932  -1.172
S  1.428  0.576  -3.268  -0.325
H  -3.855  -2.805  6.062  0.331
H  1.371  2.326  4.118  0.182
H  -0.373  -5.576  -1.049  0.398
H  1.058  -4.633  0.762  0.313
N  -1.471  1.244  -2.876  0.316
H  -0.234  -4.547  -3.334  0.371
C  -2.123  0.445  4.691  0.444
C  -2.599  1.852  -2.794  0.288
H  -2.892  2.111  -4.882  0.403
C  -3.378  -1.904  5.693  -0.518
C  -2.410  -0.651  3.842  0.182
N  0.224  -0.368  -5.458  -0.189
H  1.346  -2.649  -3.689  0.228
H  2.036  1.497  -6.275  0.253
H  -1.704  2.944  1.463  0.313
C  -3.805  3.063  1.070  -0.634
C  2.759  -2.556  0.528  -0.461
H  -3.185  -2.618  3.676  0.342
C  -2.482  0.294  6.043  -0.470
C  1.488  -0.574  -6.115  -0.562
C  -2.119  -0.704  2.345  0.275
C  1.112  -4.250  -0.248  -0.565
C  -4.771  2.889  0.102  -0.417
H  2.223  -0.791  -5.341  0.281
N  2.040  -2.647  -1.766  -0.225
C  5.350  2.394  4.938  -0.306
C  0.074  0.330  -4.264  0.102
C  0.313  -4.764  -1.256  -0.338
H  -2.260  1.122  6.706  0.348
H  -0.602  -0.297  -6.036  0.275
H  -4.040  3.034  -3.869  0.433
H  -3.356  -0.891  7.594  0.322
N  3.363  -1.469  0.294  -0.135
C  1.959  -3.185  -0.548  0.772
C  -3.029  2.308  -1.445  0.679
N  4.063  -0.893  1.362  -0.695
C  3.369  1.750  3.750  -0.003
C  3.990  2.512  4.743  -0.685
H  -4.236  1.295  -4.102  0.236
C  1.269  -3.140  -2.721  0.099
C  -3.496  2.094  -3.978  -1.490
H  5.831  2.986  5.707  0.370
C  4.111  0.862  2.968  0.617
C  1.453  1.118  2.509  -0.001
H  7.177  1.452  4.302  0.372
H  6.045  0.087  2.547  0.450
C  -2.478  2.849  0.711  0.026


[7]
This record from the OMol25 dataset describes 7 unconnected molecules or ions with the total composition C19H56N4O7. The level of theory is ωB97M-V with the def2-TZVPD basis set.

**E_HOMO**: -8.7 eV
**Kohn-Sham gap**: 9.1144 eV
**SMILES string**: COC[C@H](C)N.COC[C@H](C)N.COC[C@H](C)N.COC[C@H](C)N.CO.CO.CO
**Relative energy (zero: lowest compared OMol25 entry of this formula, charge and spin)**: 3.237 eV
**Lowest unoccupied orbital energy**: 0.41 eV

Each line ends with the Mulliken charge.
Atoms and positions in Å:
C  29.978  -14.637  -8.925  -0.360
H  29.895  -14.173  -1.433  0.437
H  26.792  -14.772  -1.742  0.157
H  32.877  -20.571  -3.978  0.255
H  27.417  -13.003  -8.735  0.212
H  29.035  -16.068  -11.149  0.356
H  31.879  -22.051  -7.591  0.273
O  30.093  -22.013  -6.439  -0.374
O  28.565  -19.259  -6.341  -0.676
H  28.339  -13.503  -4.720  0.257
H  27.073  -16.967  -7.286  -0.193
H  28.223  -22.081  -0.781  0.448
C  23.869  -17.509  -6.092  -0.958
H  31.426  -20.323  -3.169  -0.115
N  25.533  -22.127  -1.126  -0.715
C  31.289  -22.606  -6.861  -0.672
H  26.578  -13.548  -0.492  0.351
C  25.398  -17.508  -6.167  1.104
H  28.209  -12.306  -10.122  0.290
H  26.004  -22.960  -0.804  0.230
H  30.795  -14.269  -4.635  0.364
H  22.481  -15.981  -7.868  0.346
H  29.089  -19.862  -4.395  0.171
C  26.005  -16.783  -7.412  -1.029
H  31.195  -23.621  -7.247  0.288
C  26.468  -17.894  -0.639  -0.590
O  28.964  -14.021  -9.735  -0.314
C  27.323  -14.105  -1.062  -0.605
H  24.664  -21.996  -0.627  0.238
C  30.283  -16.053  -9.422  0.323
H  23.566  -18.270  -5.372  0.366
H  32.119  -21.022  -1.301  0.315
H  21.720  -15.006  -6.612  0.262
H  25.787  -20.115  -2.868  0.254
C  27.871  -21.167  -1.260  -1.102
C  22.192  -15.966  -6.816  -0.823
H  31.957  -22.656  -6.000  0.267
H  29.735  -14.544  -7.867  0.262
H  29.816  -12.947  -2.744  0.281
N  30.483  -16.779  -8.167  -0.674
H  29.685  -16.709  -7.550  0.138
C  26.387  -20.915  -0.943  0.518
N  25.817  -18.886  -6.288  -0.885
H  25.979  -17.217  -5.290  0.207
H  26.086  -15.700  -7.318  0.422
H  23.424  -17.972  -6.974  0.431
O  32.778  -21.274  -1.952  -0.510
H  25.716  -17.145  -8.398  0.369
O  23.285  -16.157  -5.920  -0.344
H  30.053  -18.555  -5.203  0.318
H  21.376  -16.689  -6.836  0.333
H  27.870  -21.194  -2.350  0.191
O  28.160  -13.246  -1.716  -0.383
C  30.517  -15.162  -4.075  -1.294
H  27.170  -17.090  -0.863  -0.109
C  29.126  -16.680  -10.251  -1.150
H  28.234  -16.601  -9.628  0.124
H  30.397  -15.974  -4.792  0.128
H  26.381  -20.647  0.114  0.249
H  26.829  -18.858  -6.270  0.147
C  25.834  -19.783  -1.830  -0.920
H  30.943  -14.145  -9.058  0.238
H  30.449  -17.759  -8.413  0.233
H  26.827  -18.489  0.200  0.340
C  28.391  -12.873  -9.207  -0.809
N  28.190  -14.486  -4.532  -0.429
H  27.740  -14.766  -0.300  0.313
H  31.155  -16.092  -10.076  0.316
H  29.183  -12.321  -8.701  0.372
C  29.062  -18.975  -5.026  -0.208
H  29.181  -19.830  -6.807  0.180
H  25.443  -17.523  -0.636  0.362
C  32.501  -20.323  -2.986  -0.194
H  28.355  -20.262  -0.893  0.241
H  29.611  -22.673  -5.935  0.244
H  28.575  -18.077  -4.646  0.080
H  29.340  -17.734  -10.428  0.432
H  24.825  -19.499  -1.526  0.392
H  32.877  -19.338  -2.709  0.287
O  26.631  -18.598  -1.880  -0.072
H  31.355  -15.381  -3.413  0.397
H  28.568  -15.724  -3.084  -0.077
H  27.225  -14.506  -4.231  0.223
C  29.140  -14.867  -3.442  0.889
C  29.340  -13.824  -2.304  -0.966
H  25.611  -19.334  -5.406  0.327


[8]
This record from the OMol25 dataset describes C22H28N4O in the gas phase. The level of theory is ωB97M-V with the def2-TZVPD basis set.

**E_HOMO**: -8.4 eV
**Kohn-Sham gap**: 8.4635 eV
**SMILES string**: OC[C@H]1CCCCN1CCNCc1cn[nH]c1-c1cccc2ccccc12
**Relative energy (zero: lowest compared OMol25 entry of this formula, charge and spin)**: 1.826 eV
**Lowest unoccupied orbital energy**: 0.03 eV

Each line ends with the Mulliken charge.
Atoms and positions in Å:
H  -4.107  -3.192  0.127  0.574
H  -3.992  -1.334  -1.462  0.287
H  0.794  -1.949  -1.478  0.605
C  -2.454  0.828  -1.181  -0.508
H  -0.049  -0.538  0.474  -0.158
C  -0.124  3.362  0.766  -0.862
H  1.086  -3.152  1.152  0.588
H  -2.576  1.592  0.815  0.170
C  -0.153  -2.015  -0.917  -0.573
H  -5.040  1.373  1.022  0.443
H  -3.650  -0.610  1.485  0.308
H  2.041  0.480  2.149  0.632
H  0.035  3.668  -1.892  0.411
C  -4.512  0.884  0.202  -1.076
C  -3.193  1.584  -0.085  -0.484
C  1.417  1.270  1.759  -0.161
C  0.619  2.837  -1.523  -0.840
H  -0.428  -3.074  -0.880  0.520
N  4.146  -0.680  -0.451  0.421
H  -1.717  -1.806  -2.415  0.364
N  4.645  -1.831  -0.018  -1.126
C  2.087  0.976  -1.893  -0.590
H  4.730  -0.025  -0.947  0.233
H  -5.150  -1.116  0.701  0.381
H  -1.509  1.334  -1.391  -0.108
C  0.695  2.061  2.609  -0.995
H  -0.712  4.178  0.373  0.402
C  -0.094  3.107  2.108  -0.656
H  -0.666  3.716  2.792  0.426
C  0.615  2.570  -0.137  1.065
H  -3.063  0.843  -2.105  0.404
H  -2.625  -3.287  -0.833  0.265
C  3.650  -2.440  0.593  -1.374
C  2.478  -1.661  0.580  1.630
H  -0.684  -0.390  -2.206  0.610
C  -3.396  -1.273  -0.527  0.089
H  0.732  1.888  3.674  0.428
N  -2.159  -0.533  -0.765  0.894
C  2.842  -0.509  -0.107  -0.358
H  1.069  -1.723  2.190  0.419
H  -3.357  2.615  -0.403  0.380
C  1.351  2.064  -2.379  -0.808
C  -1.213  -1.179  -1.663  -1.493
O  -2.444  -2.776  1.162  -0.676
C  -3.138  -2.712  -0.048  -1.125
H  3.789  -3.409  1.029  0.563
N  -0.020  -1.552  0.453  -0.121
C  1.147  -2.058  1.149  -1.348
H  -1.612  -2.267  1.050  0.590
H  -5.150  0.928  -0.685  0.380
C  -4.219  -0.566  0.556  -0.874
C  1.378  1.482  0.365  0.072
C  2.096  0.666  -0.552  0.888
H  1.359  2.275  -3.439  0.388
H  2.634  0.355  -2.589  0.485